Entry 1:
A molecular structure, C17H31N4OPb2. Source: OMol25; level of theory: the ωB97M-V functional and the def2-TZVPD basis.

## Properties
expectation value of S²: 0.75
E_HOMO (alpha / beta): -0.5106 / -0.5580 hartree
total charge: +2
2S+1: 2
gap between HOMO and LUMO (alpha / beta): 4.838 / 6.260 eV

Atoms and positions in Å:
Pb -27.74169 24.56929 25.16756
Pb -24.00929 23.76446 26.40103
C -26.58378 21.74007 24.10918
O -25.99635 22.60628 25.07763
H -26.01036 21.65796 23.18584
H -26.92482 20.77465 24.48302
H -27.43186 22.38762 23.88661
C -21.38305 22.89453 20.53543
C -22.83023 22.36155 20.79380
C -23.16519 21.95101 22.22744
C -23.10773 23.11437 23.15256
N -22.99783 23.98420 23.89860
H -21.25014 23.34515 19.55188
H -20.68889 22.05992 20.43709
H -21.04544 23.47505 21.39399
H -22.86014 21.40279 20.27613
H -23.56425 23.07419 20.41770
H -22.59463 21.06861 22.51714
H -24.22959 21.71632 22.23546
C -26.17179 15.51914 24.96452
C -26.33710 16.19727 26.31007
C -27.30380 17.37111 26.31313
C -28.66633 17.00040 25.91771
N -29.74723 16.70318 25.62411
H -26.74082 14.59564 25.07158
H -25.15425 15.19148 24.75156
H -26.40058 16.00802 24.01756
H -25.40105 16.62245 26.67220
H -26.72307 15.59469 27.13228
H -27.02135 18.21951 25.68980
H -27.33178 17.63952 27.36919
C -27.20693 23.76549 19.85794
C -27.53420 22.24319 19.86980
C -28.91601 21.73316 19.94962
C -29.90846 22.52729 19.15600
N -30.71496 23.08771 18.52341
H -26.22355 23.82918 19.39210
H -27.29637 24.35911 20.76773
H -27.87396 24.21372 19.12155
H -27.02184 21.89234 20.76562
H -27.12807 21.83957 18.94231
H -29.38856 21.84909 20.92499
H -29.06043 20.69338 19.65620
C -33.45303 21.18115 26.90162
C -32.07348 20.88132 27.38874
C -31.14639 20.67128 26.18175
C -30.52555 21.91449 25.76756
N -29.96221 22.85472 25.36619
H -33.80350 20.32165 26.33019
H -33.58525 22.09671 26.32511
H -34.07057 21.29677 27.79234
H -32.01468 19.91068 27.88117
H -31.70885 21.60617 28.11657
H -31.65756 20.17304 25.35800
H -30.27292 20.08448 26.46603

=====

Entry 2:
A single C3H4S2 molecule. Source: OMol25; level of theory: the ωB97M-V functional and the def2-TZVPD basis.

## Properties
expectation value of S²: 2.01
E_HOMO (alpha / beta): -0.2491 / -0.3235 hartree
energy above the lowest of the compared OMol25 structures with the same formula, charge and spin: 44.07 kJ/mol
2S+1: 3
gap between HOMO and LUMO (alpha / beta): 7.640 / 6.278 eV

Atoms and positions in Å:
C 1.37546 -0.15814 -0.08872
C -1.24645 -0.29046 -0.08612
C 0.03718 0.56380 0.08491
S 2.62416 0.69146 -0.49949
S -0.87840 0.11931 1.62017
H 1.35610 -1.24903 -0.21107
H -2.30017 0.13593 -0.29583
H -1.16350 -1.39062 -0.32618
H 0.19562 1.57776 -0.19768

=====

Entry 3:
A molecular structure, C2H5O3P. Source: OMol25; level of theory: the ωB97M-V functional and the def2-TZVPD basis.

## Properties
E_HOMO: -0.3120 hartree
energy above the lowest of the compared OMol25 structures with the same formula, charge and spin: 586.08 kJ/mol
gap between HOMO and LUMO: 9.039 eV

Atoms and positions in Å:
C 0.26609 -0.41618 0.12617
C 1.78010 -0.34395 0.18368
O -0.38447 -1.50985 -0.15453
O -1.68106 -1.29100 0.07914
O -0.43869 0.69073 0.38669
P -2.11950 0.88904 -0.03900
H 2.09487 -1.49081 0.14975
H 2.13231 0.04127 1.15621
H 1.99284 0.31842 -0.74055
H -1.92989 2.19413 0.19039
H -1.71259 0.91820 -1.33795